# C75H69Ge2N2O3S7Y

C75H69Ge2N2O3S7Y as an isolated structure (ωB97M-V/def2-TZVPD, the OMol25 dataset).

Geometry (Å):
Y: 0.757 -0.467 -1.055
C: -4.008 -2.849 4.273
C: -4.053 -1.763 3.232
C: -4.009 -2.058 1.878
C: -4.152 -1.068 0.912
C: -4.142 -1.438 -0.549
C: -4.315 0.260 1.316
C: -4.288 0.587 2.678
C: -4.389 2.019 3.139
C: -4.174 -0.432 3.613
C: -4.686 1.310 0.328
C: -6.004 1.767 0.387
C: -6.467 2.729 -0.488
C: -5.616 3.243 -1.452
C: -4.302 2.800 -1.548
C: -3.832 1.825 -0.647
Ge: -1.870 1.396 -0.732
S: -0.930 0.756 -2.583
S: -0.943 3.194 0.306
Ge: 0.514 1.753 1.230
S: 2.267 1.416 0.008
S: -0.968 -0.087 0.936
C: 1.121 2.279 3.066
C: 1.582 1.335 3.997
C: 2.248 1.772 5.141
C: 2.453 3.119 5.375
C: 1.979 4.048 4.470
C: 1.324 3.645 3.311
C: 0.829 4.704 2.385
C: -0.491 5.150 2.506
C: -1.415 4.507 3.503
C: -0.944 6.162 1.670
C: -0.114 6.743 0.722
C: -0.605 7.860 -0.161
C: 1.197 6.294 0.623
C: 1.689 5.290 1.448
C: 3.126 4.855 1.336
C: 1.336 -0.131 3.928
C: 2.367 -1.024 3.623
C: 3.700 -0.563 3.091
C: 2.169 -2.382 3.865
C: 0.977 -2.866 4.378
C: 0.829 -4.312 4.768
C: -0.062 -1.968 4.600
C: 0.106 -0.607 4.407
C: -0.990 0.356 4.764
C: -3.428 3.399 -2.597
C: -3.269 2.764 -3.831
C: -3.992 1.488 -4.173
C: -2.423 3.333 -4.777
C: -1.729 4.503 -4.518
C: -0.753 5.070 -5.515
C: -1.950 5.153 -3.309
C: -2.810 4.635 -2.353
C: -3.107 5.421 -1.102
H: -3.797 -3.820 3.825
H: -4.970 -2.914 4.786
H: -3.250 -2.644 5.032
H: -3.882 -3.087 1.559
H: -4.292 -2.510 -0.674
H: -3.183 -1.180 -1.010
H: -4.921 -0.907 -1.096
H: -3.899 2.692 2.434
H: -3.922 2.134 4.117
H: -5.432 2.331 3.226
H: -4.180 -0.179 4.669
H: -6.664 1.345 1.136
H: -7.489 3.081 -0.419
H: -5.964 3.998 -2.147
H: 2.598 1.033 5.851
H: 2.974 3.442 6.268
H: 2.119 5.108 4.648
H: -1.008 4.563 4.515
H: -1.541 3.449 3.258
H: -2.394 4.986 3.488
H: -1.974 6.495 1.752
H: -1.693 7.920 -0.151
H: -0.271 7.720 -1.190
H: -0.210 8.817 0.186
H: 1.859 6.738 -0.113
H: 3.655 5.469 0.609
H: 3.188 3.815 1.014
H: 3.635 4.931 2.298
H: 3.767 0.521 3.051
H: 3.845 -0.937 2.076
H: 4.512 -0.948 3.712
H: 2.990 -3.068 3.674
H: 1.661 -4.910 4.394
H: -0.105 -4.737 4.397
H: 0.819 -4.400 5.857
H: -1.012 -2.337 4.976
H: -1.758 -0.143 5.352
H: -1.466 0.746 3.861
H: -0.601 1.204 5.329
H: -4.332 0.963 -3.283
H: -3.337 0.825 -4.737
H: -4.866 1.711 -4.791
H: -2.280 2.822 -5.724
H: -0.616 4.393 -6.357
H: 0.216 5.235 -5.040
H: -1.103 6.031 -5.897
H: -1.439 6.089 -3.108
H: -2.311 6.136 -0.899
H: -3.209 4.771 -0.234
H: -4.045 5.969 -1.219
S: -0.040 -6.844 1.160
C: 0.319 -8.409 1.758
C: 1.658 -8.633 1.822
C: 2.411 -7.515 1.385
C: 1.635 -6.459 0.991
C: 2.091 -5.161 0.493
C: 1.331 -4.005 0.624
N: 1.750 -2.809 0.219
C: 2.911 -2.730 -0.394
C: 3.780 -3.803 -0.589
C: 5.077 -3.699 -1.261
C: 5.484 -2.780 -2.144
C: 4.727 -1.641 -2.659
C: 5.132 -0.980 -3.812
C: 4.408 0.094 -4.334
C: 3.192 0.380 -3.718
N: 2.802 -0.226 -2.606
C: 3.580 -1.141 -2.057
C: 4.900 0.888 -5.457
C: 4.365 2.024 -6.000
C: 5.139 2.562 -7.058
C: 6.259 1.835 -7.306
S: 6.387 0.488 -6.260
C: 3.342 -5.029 -0.111
H: -0.484 -9.076 2.030
H: 2.098 -9.554 2.176
H: 3.491 -7.488 1.389
H: 0.354 -4.028 1.094
H: 5.755 -4.515 -1.036
H: 6.468 -2.903 -2.583
H: 6.045 -1.303 -4.298
H: 2.506 1.117 -4.116
H: 3.446 2.472 -5.651
H: 4.872 3.452 -7.609
H: 7.024 2.008 -8.046
H: 3.969 -5.901 -0.246
C: -0.154 -8.764 -2.832
C: 0.194 -7.301 -2.807
C: -0.755 -6.359 -2.414
C: -0.459 -5.006 -2.412
C: 0.793 -4.587 -2.828
C: 1.755 -5.507 -3.210
C: 1.454 -6.861 -3.200
S: 1.327 -2.855 -2.745
O: 0.218 -2.292 -1.822
O: 1.189 -2.291 -4.095
O: 3.227 -1.430 -0.748
H: -0.891 -8.960 -3.613
H: -0.584 -9.084 -1.881
H: 0.725 -9.374 -3.038
H: -1.734 -6.698 -2.096
H: -1.191 -4.268 -2.107
H: 2.732 -5.152 -3.524
H: 2.207 -7.581 -3.500

The HOMO energy comes out at -7.88 eV. For the frontier orbital gap, the calculation gives 7.3 eV. As for the LUMO energy: -0.60 eV.